48
Properties=species:S:1:pos:R:3:mulliken_charge:R:1 method="wB97M-V/def2-TZVPD" orbital_gap_ev=9.33 e_homo_ev=-9.113 relative_energy_ev=0.118 total_energy_ev=-80594.597
C -0.920 -3.656 1.040 -1.71
C -0.067 -2.613 0.337 1.49
C 1.325 -3.141 0.044 -1.71
H 1.924 -3.101 0.953 0.40
H 1.279 -4.172 -0.300 0.52
H 1.833 -2.548 -0.715 0.29
C -0.724 -2.020 -0.926 -0.34
N -0.126 -0.723 -1.111 0.45
C 1.090 -0.388 -1.680 -0.49
O 1.584 -0.676 -2.727 -0.62
C 1.471 0.481 -0.466 1.06
N 1.759 1.857 -0.644 -0.05
C 2.598 2.640 0.097 0.42
O 2.698 3.820 -0.150 -0.66
C 3.375 1.943 1.198 -0.65
C 4.401 1.002 0.617 0.36
C 4.481 -0.320 1.041 -0.05
C 5.421 -1.174 0.489 -0.76
C 6.288 -0.718 -0.489 -0.40
C 6.216 0.599 -0.911 -0.67
C 5.279 1.455 -0.361 -0.34
H 5.221 2.482 -0.689 0.42
H 6.891 0.961 -1.672 0.38
H 7.018 -1.386 -0.920 0.40
H 5.473 -2.200 0.824 0.41
H 3.805 -0.683 1.802 0.38
H 2.695 1.403 1.860 0.43
H 3.877 2.724 1.774 0.30
H 1.255 2.348 -1.371 0.25
C 0.092 0.055 0.087 0.01
H -0.641 0.838 0.270 0.14
S 0.090 -1.137 1.522 0.07
O 1.467 -1.152 2.021 -0.48
H 2.275 -0.008 0.093 -0.34
C -2.225 -1.824 -0.767 -0.19
O -3.066 -2.267 -1.491 -0.59
O -2.481 -1.062 0.319 0.09
C -3.814 -0.639 0.513 -1.17
C -3.940 0.843 0.160 0.65
Cl -5.638 1.331 0.287 -0.14
Cl -2.970 1.820 1.287 -0.14
Cl -3.356 1.126 -1.497 -0.11
H -4.482 -1.227 -0.131 0.46
H -4.068 -0.787 1.566 0.43
H -0.544 -2.638 -1.810 0.56
H -0.364 -4.077 1.875 0.48
H -1.837 -3.221 1.429 0.38
H -1.180 -4.463 0.357 0.40

=====

15
Properties=species:S:1:pos:R:3:mulliken_charge:R:1 method="wB97M-V/def2-TZVPD" orbital_gap_ev=9.87 e_homo_ev=-9.147 relative_energy_ev=1.968 total_energy_ev=-10314.985
O -2.576 1.265 -0.752 -0.66
C -2.323 0.079 -0.964 0.16
N -1.388 -0.677 -0.364 -0.69
C -0.715 -0.165 0.661 0.29
O -0.906 1.035 1.184 -0.55
H -2.892 -0.486 -1.719 0.39
H -0.273 -0.881 1.349 0.40
H -1.587 1.484 0.603 0.46
C 2.204 -0.523 0.325 -0.92
N 1.052 0.130 -0.276 -0.47
H 2.006 -1.591 0.393 0.34
H 2.353 -0.128 1.328 0.33
H 3.121 -0.372 -0.254 0.32
H 0.750 -0.305 -1.167 0.33
H 1.174 1.136 -0.348 0.27